Molecular formula: C32H45N6O12SiTi
Method: DFT, the ωB97M-V functional and the def2-TZVPD basis

As for the HOMO-LUMO gap: 0.3054 Ha. The calculation puts the molar mass at 781.69 g mol⁻¹. As for the calculated total energy: -3617.39042 Ha. The energy above the lowest of the compared OMol25 structures with the same formula, charge and spin is 0.044 eV. The spin multiplicity is 1. The largest force on an atom is 0.539 eV/A. Its HOMO energy is -0.2308 Ha. The charge is -1.

```
97
Properties=species:S:1:pos:R:3:lowdin_charge:R:1
Ti 1.4119 1.2437 0.9269 1.243
O 1.7013 4.9726 -0.5722 0.097
C 1.7237 3.7763 -0.3953 -0.529
O 1.1826 3.1325 0.6076 -0.086
C 2.4630 2.8373 -1.3200 -0.149
C 3.2031 3.1596 -2.4482 0.037
C 3.9496 2.1462 -3.0377 -0.029
C 3.9798 0.8723 -2.4788 0.031
C 3.2117 0.6434 -1.3489 -0.145
N 2.4643 1.6103 -0.8548 0.057
C 3.1960 -0.5900 -0.4702 -0.542
O 3.7837 -1.6040 -0.7862 0.086
O 2.5262 -0.3898 0.6233 -0.109
H 3.2039 4.1750 -2.8159 0.123
H 4.5429 2.3609 -3.9173 0.107
H 4.5954 0.0781 -2.8744 0.123
O 5.3155 1.3451 2.5601 0.058
C 4.1125 1.4095 2.3597 -0.583
O 3.4902 1.9518 1.3877 -0.059
C 3.1474 0.8642 3.3996 -0.135
C 3.4749 0.4334 4.6765 0.026
C 2.4424 0.1488 5.5583 -0.037
C 1.1220 0.3288 5.1642 0.010
C 0.8885 0.7366 3.8622 -0.157
N 1.8831 0.9526 3.0183 0.094
C -0.4512 1.0697 3.2456 -0.574
O -1.4768 1.0091 3.9018 0.066
O -0.3266 1.4190 2.0140 -0.091
H 4.5177 0.3623 4.9470 0.120
H 2.6659 -0.1804 6.5656 0.107
H 0.2823 0.1764 5.8273 0.121
C -4.6020 0.4050 -1.3389 -0.036
C -3.6369 0.2260 -0.1722 -0.618
C -4.2245 0.7884 1.1168 -0.015
C -3.2973 -1.2498 -0.0003 -0.018
O -2.4727 1.0123 -0.4308 -0.076
Si -1.0471 0.8802 -1.1920 0.078
O 0.1992 0.4353 -0.2606 -0.272
O -0.6281 2.3250 -1.8430 -0.090
C -1.4086 3.3793 -2.4103 -0.621
C -0.4565 4.2051 -3.2727 -0.018
C -2.5149 2.8030 -3.2843 -0.021
C -1.9785 4.2135 -1.2740 -0.006
O -1.3030 -0.2154 -2.3929 -0.096
C -0.3978 -0.8293 -3.3142 -0.629
C 0.4888 0.2208 -3.9735 -0.017
C -1.2784 -1.4979 -4.3624 -0.031
C 0.4432 -1.8661 -2.5809 -0.011
H -5.5115 -0.1734 -1.1684 0.083
H -4.1447 0.0631 -2.2676 0.083
H -4.8792 1.4546 -1.4448 0.082
H -5.1226 0.2366 1.4006 0.086
H -4.4874 1.8369 0.9794 0.085
H -3.4953 0.7248 1.9236 0.080
H -4.2167 -1.8395 0.0175 0.092
H -2.7839 -1.4252 0.9411 0.065
H -2.6836 -1.6029 -0.8272 0.075
H 0.0138 3.5619 -4.0175 0.081
H 0.3162 4.6714 -2.6665 0.067
H -1.0046 4.9918 -3.7960 0.086
H -2.0895 2.2137 -4.0969 0.079
H -3.1084 3.6117 -3.7171 0.090
H -3.1798 2.1661 -2.7072 0.054
H -1.1701 4.6065 -0.6588 0.087
H -2.6287 3.6069 -0.6433 0.083
H -2.5551 5.0513 -1.6733 0.087
H -0.1211 0.9725 -4.4741 0.077
H 1.1470 -0.2483 -4.7083 0.092
H 1.1071 0.7317 -3.2390 0.068
H -1.8914 -0.7518 -4.8683 0.082
H -1.9388 -2.2220 -3.8858 0.084
H -0.6727 -2.0168 -5.1065 0.084
H 0.9724 -1.4044 -1.7501 0.057
H 1.1821 -2.3161 -3.2463 0.096
H -0.1916 -2.6598 -2.1835 0.087
C 1.2141 -3.1308 3.5318 -0.175
N 0.8090 -2.3023 2.4040 -0.070
C 1.1569 -2.9935 1.1647 -0.166
N 0.5105 -4.3108 1.0767 -0.078
C 0.9172 -5.0949 2.2418 -0.186
N 0.5641 -4.4501 3.5117 -0.089
C -0.8862 -4.2372 3.5144 -0.186
N -1.3442 -3.4267 2.3858 -0.078
C -0.6392 -2.1394 2.4530 -0.174
C -0.9347 -4.1009 1.1520 -0.179
H 0.9530 -2.6204 4.4633 0.116
H 2.2976 -3.2730 3.4996 0.128
H 2.2399 -3.1029 1.1012 0.126
H 0.8299 -2.3803 0.3263 0.107
H 2.0003 -5.2365 2.2090 0.122
H 0.4315 -6.0747 2.1988 0.118
H -1.1673 -3.7353 4.4435 0.122
H -1.3839 -5.2109 3.4787 0.119
H -0.9207 -1.6340 3.3799 0.124
H -0.9360 -1.5093 1.6120 0.108
H -1.2465 -3.4933 0.2994 0.113
H -1.4392 -5.0709 1.0967 0.121
```

***

Molecular formula: C32H46AsN3PtSSi2
Method: DFT, the ωB97M-V functional and the def2-TZVPD basis

As for the HOMO-LUMO gap (spin up / spin down): 0.2125 / 0.2060 Ha. The calculation puts the molar mass at 830.98 g mol⁻¹. As for the calculated total energy: -4743.01617 Ha. The energy above the lowest of the compared OMol25 structures with the same formula, charge and spin is 1.626 eV. The spin multiplicity is 1. The largest force on an atom is 1.241 eV/A. Its HOMO energy (spin up / spin down) is -0.5121 / -0.5006 Ha. The charge is +2.

```
86
Properties=species:S:1:pos:R:3:lowdin_charge:R:1
Pt 0.2442 -0.6840 -0.1473 0.800
S -1.0353 -2.1990 -1.1002 0.724
C -2.1156 -1.4995 -2.3281 -0.639
C -2.6578 -2.3612 -3.2707 -0.082
C -3.5452 -1.8535 -4.2132 -0.030
C -3.8839 -0.5074 -4.2199 -0.037
C -3.3324 0.3507 -3.2794 -0.059
C -2.4617 -0.1576 -2.3247 -0.424
As -1.5804 0.9405 -1.0428 1.336
C -1.7641 2.7887 -1.5544 -0.361
C -2.9273 3.4256 -1.1199 -0.099
C -3.1826 4.7246 -1.5310 -0.045
C -2.2792 5.3859 -2.3523 -0.039
C -1.1201 4.7493 -2.7736 -0.049
C -0.8581 3.4465 -2.3792 -0.089
C -2.5173 0.7956 0.6302 -0.410
C -2.1857 1.6783 1.6556 -0.127
C -2.8038 1.5518 2.8892 -0.061
C -3.7387 0.5446 3.0982 -0.054
C -4.0661 -0.3324 2.0722 -0.048
C -3.4553 -0.2107 0.8327 -0.089
H -2.3829 -3.4079 -3.2862 0.118
H -3.9624 -2.5180 -4.9575 0.124
H -4.5693 -0.1246 -4.9626 0.122
H -3.5714 1.4075 -3.2923 0.114
H -3.6337 2.9188 -0.4758 0.109
H -4.0883 5.2178 -1.2062 0.121
H -2.4799 6.4014 -2.6654 0.121
H -0.4184 5.2651 -3.4145 0.120
H 0.0398 2.9608 -2.7294 0.083
H -1.4703 2.4760 1.4912 0.105
H -2.5714 2.2499 3.6827 0.112
H -4.2277 0.4537 4.0590 0.120
H -4.8072 -1.1038 2.2319 0.120
H -3.7146 -0.8952 0.0333 0.105
C 0.9265 0.2874 -3.7265 -0.167
Si 2.0856 -1.0081 -3.0326 0.430
C 1.7030 -2.7429 -3.5978 -0.163
C 3.8118 -0.5087 -3.5643 -0.161
C 2.0444 -0.8820 -1.1083 -0.463
Si 3.0452 -2.1653 -0.0715 0.429
C 2.0787 -3.7647 0.0193 -0.169
C 4.6658 -2.4298 -0.9703 -0.163
C 3.4550 -1.4931 1.6305 -0.162
H 1.2650 0.5778 -4.7232 0.052
H 0.9893 1.1722 -3.0927 0.000
H -0.1116 -0.0223 -3.8156 0.020
H 1.6878 -2.7485 -4.6912 0.050
H 0.7347 -3.1065 -3.2549 0.005
H 2.4694 -3.4534 -3.2845 0.033
H 3.7789 -0.3710 -4.6489 0.049
H 4.5775 -1.2516 -3.3536 0.020
H 4.1255 0.4441 -3.1332 0.047
H 2.4095 0.1411 -0.8736 0.031
H 1.9797 -4.2329 -0.9615 0.037
H 1.0759 -3.6512 0.4342 -0.009
H 2.6176 -4.4622 0.6657 0.052
H 4.5514 -2.9908 -1.8994 0.036
H 5.3044 -3.0241 -0.3106 0.051
H 5.1944 -1.5004 -1.1796 0.043
H 2.5985 -1.3849 2.2947 -0.005
H 3.9646 -0.5295 1.5578 0.043
H 4.1545 -2.1833 2.1076 0.050
C 1.1095 2.5455 4.2856 -0.141
C 1.7078 2.4998 2.8971 -0.149
N 1.1427 1.3539 2.1859 0.079
C 0.7328 0.2036 2.7663 -0.401
N 0.3311 -0.7871 1.9740 -0.111
C -0.0429 -2.0777 2.5580 -0.225
C -0.6128 -1.8970 3.9508 -0.133
C 0.3777 -1.1199 4.7865 -0.116
N 0.7408 0.1255 4.1034 -0.011
C 1.3019 1.1939 4.9388 -0.116
H 0.0444 2.7793 4.2278 0.115
H 1.5915 3.3194 4.8803 0.132
H 2.7961 2.4098 2.9505 0.129
H 1.4695 3.3984 2.3291 0.128
H 1.2090 1.3632 1.1776 0.099
H 0.8244 -2.7444 2.5687 0.110
H -0.8006 -2.5272 1.9126 0.093
H -0.8087 -2.8679 4.4042 0.133
H -1.5599 -1.3553 3.8902 0.112
H 1.2819 -1.7065 4.9753 0.140
H -0.0464 -0.8484 5.7525 0.132
H 2.3623 0.9943 5.1207 0.141
H 0.7885 1.1506 5.8984 0.132
```